Entry 1:
112
Properties=species:S:1:pos:R:3:forces:R:3:mulliken_charge:R:1 method="wB97M-V/def2-TZVPD" e_homo_ev="-7.50 / -7.75" e_lumo_ev="0.51 / 0.50" molar_mass_g_mol=1007.00 s_squared=2.012 relative_energy_kcal_mol=19.2 spin_multiplicity=3
V -0.9828 0.6595 0.2882 -0.7 -1.2 -0.8 0.90
O 0.6074 4.4549 1.1243 -0.1 -0.3 -0.3 0.24
C -0.4136 5.2541 0.7392 -0.2 0.2 0.0 0.95
C -0.1752 6.5779 0.3808 0.0 0.0 -0.1 -0.79
C -1.2307 7.4175 0.0710 0.1 0.1 0.0 -0.59
C -2.5301 6.9364 0.1210 -0.2 0.0 0.0 -0.90
C -2.7551 5.6196 0.4906 0.0 0.0 -0.2 -0.64
C -1.7074 4.7534 0.7995 0.0 -0.2 -0.4 0.15
C -2.0495 3.3590 1.2365 1.2 -0.8 -1.0 0.21
O -1.3469 2.2869 0.7604 -1.6 4.5 1.7 -0.42
N -3.0265 3.3483 2.0348 -0.7 -0.4 0.6 -0.35
N -3.4703 2.1676 2.5926 0.2 -0.2 0.0 -0.64
C -4.6915 1.9253 2.3774 0.0 0.2 0.0 0.29
S -5.7172 2.9115 1.3182 0.0 -0.1 0.0 -0.12
C -7.0276 1.6618 1.2426 0.0 0.1 0.0 -0.59
C -7.1619 1.0511 2.6225 0.1 0.0 0.0 -0.57
S -5.5051 0.5853 3.1791 0.2 -0.2 -0.1 -0.12
H 1.4225 4.9566 1.0496 0.1 0.0 -0.2 0.01
H 0.8470 6.9477 0.3656 -0.1 0.0 0.0 0.42
H -1.0374 8.4531 -0.1890 0.0 -0.1 0.0 0.40
H -3.3649 7.5828 -0.1318 0.1 -0.1 0.1 0.39
H -3.7607 5.2216 0.5358 0.0 0.1 0.0 0.40
H -6.7425 0.9140 0.5058 -0.1 -0.1 0.0 0.23
H -7.9439 2.1610 0.9298 0.0 0.0 0.0 0.39
H -7.7725 0.1487 2.6170 0.0 0.0 0.0 0.39
H -7.5732 1.7717 3.3250 -0.1 0.0 0.0 0.36
C 4.0853 -6.1599 -1.7997 0.0 0.1 0.0 -1.93
C 3.4414 -4.7946 -1.8871 -0.1 -0.1 0.0 1.37
C 4.1998 -3.6708 -1.5624 0.1 -0.1 0.1 -1.48
C 3.6398 -2.4118 -1.6507 -0.1 0.0 0.1 -0.48
C 2.3278 -2.2521 -2.0644 -0.1 0.0 0.1 1.92
C 1.5569 -3.3532 -2.4017 -0.3 -0.1 -0.2 -0.38
N 0.2291 -3.2762 -2.8780 0.1 0.4 0.4 0.20
C -0.4302 -2.2513 -3.5948 0.1 -0.1 0.0 0.08
C -0.9210 -2.6243 -4.8530 0.1 0.0 0.0 -0.54
C -1.6111 -1.7494 -5.6662 -0.1 0.0 0.0 -0.80
C -1.8531 -0.4477 -5.2422 0.0 -0.1 0.0 -1.04
C -1.4093 -0.0670 -3.9940 0.2 0.0 0.1 -0.83
C -0.7099 -0.9456 -3.1527 0.1 -0.1 0.2 0.80
C -0.4922 -0.4431 -1.7639 0.3 0.3 -0.5 1.21
O -0.5075 -1.1678 -0.7418 0.1 0.0 -0.6 -0.79
O -0.3808 0.8360 -1.5871 -0.3 -0.9 -0.9 -1.17
C 2.1132 -4.6423 -2.2984 0.0 -0.2 0.1 1.33
C 1.2692 -5.8457 -2.6531 0.1 0.1 0.1 -2.19
H 5.1378 -6.0613 -1.5347 0.0 0.0 0.0 0.39
H 4.0282 -6.6950 -2.7499 0.0 0.0 0.0 0.38
H 3.6079 -6.7840 -1.0392 0.0 0.0 0.0 0.38
H 5.2294 -3.7945 -1.2359 -0.1 0.0 -0.1 0.28
H 4.2214 -1.5346 -1.3847 0.0 -0.1 0.0 0.42
H 1.9162 -1.2660 -2.1243 -0.2 0.1 0.0 -1.38
H -0.0808 -4.1739 -3.1926 -0.1 -0.1 -0.2 0.21
H -0.7386 -3.6375 -5.1945 0.1 0.0 0.0 0.51
H -1.9507 -2.0834 -6.6408 0.0 0.0 0.1 0.41
H -2.4071 0.2460 -5.8615 0.1 0.0 0.0 0.46
H -1.6190 0.9250 -3.6195 0.0 0.0 0.0 0.53
H 0.2840 -5.8049 -2.1756 0.1 0.0 0.0 0.44
H 1.7365 -6.7683 -2.3224 0.0 0.0 0.0 0.44
H 1.1191 -5.9264 -3.7363 0.0 0.0 0.0 0.37
O -3.0444 -0.0417 -0.2356 0.5 -0.3 0.5 -0.84
C -2.7884 -0.8088 0.7232 -0.3 0.0 0.3 1.99
O -1.8078 -0.5223 1.5291 -0.7 -0.9 0.2 -0.74
C -3.5393 -2.0754 0.9539 0.0 0.2 0.0 -0.03
C -4.5508 -2.4382 0.0740 -0.1 -0.1 0.0 -0.56
C -5.2775 -3.5995 0.2973 0.0 0.0 0.0 -0.79
C -4.9962 -4.3904 1.4062 0.1 0.1 0.0 -0.38
C -3.9818 -4.0253 2.2857 -0.1 0.0 -0.1 -0.84
C -3.2471 -2.8725 2.0538 0.0 0.0 0.1 -0.11
H -4.7540 -1.8014 -0.7777 0.0 0.0 0.0 0.49
H -6.0648 -3.8873 -0.3907 0.1 0.0 0.1 0.43
H -5.5643 -5.2966 1.5808 0.0 0.0 0.0 0.41
H -3.7728 -4.6354 3.1556 0.0 0.0 0.0 0.43
H -2.4576 -2.5668 2.7298 0.0 0.0 0.0 0.45
C 3.0843 4.1573 2.3242 0.0 0.4 -0.2 -1.54
Si 2.8425 2.3096 2.5147 0.3 -0.2 0.1 1.52
C 4.6023 1.6594 2.4813 0.3 -0.1 0.0 -1.04
C 2.1367 2.0953 4.2321 -0.2 -0.1 0.3 -1.42
Sb 1.5340 0.8649 0.8192 1.6 0.2 0.2 -0.92
Si 2.5640 1.8171 -1.4480 0.2 0.1 0.4 1.35
C 2.9595 0.7291 -2.8951 -0.1 -0.4 -0.3 -1.15
C 4.2105 2.5512 -0.9617 0.3 0.1 0.2 -1.27
C 1.4818 3.1537 -2.1719 -0.2 0.3 0.2 -0.96
Si 1.8257 -1.4141 2.1097 0.1 0.2 -0.1 1.01
C 1.1195 -2.9219 1.3032 -0.3 -0.1 -0.4 -0.45
C 3.5642 -1.7778 2.6658 0.4 -0.1 0.1 -1.51
C 0.7508 -1.0113 3.5704 -0.2 0.2 0.3 -0.77
H 3.8184 4.4356 3.0914 -0.1 0.0 -0.1 0.44
H 2.1651 4.7228 2.5078 0.5 -0.2 0.4 0.34
H 3.5010 4.4608 1.3538 -0.1 0.0 0.2 0.50
H 5.1400 1.9962 3.3816 -0.1 -0.1 -0.2 0.40
H 5.1337 2.0538 1.6044 -0.1 -0.1 0.3 0.29
H 4.6533 0.5672 2.4393 0.0 0.2 0.0 0.14
H 2.3838 2.9810 4.8304 0.0 -0.1 -0.1 0.46
H 2.5665 1.2203 4.7340 -0.1 0.2 -0.1 0.40
H 1.0476 1.9854 4.2244 0.1 0.1 0.0 0.34
H 3.6201 -0.1009 -2.6580 0.0 0.1 -0.2 0.28
H 3.4691 1.3733 -3.6254 -0.1 0.0 0.1 0.47
H 2.0581 0.3293 -3.3716 0.2 0.1 0.0 0.29
H 4.8827 1.7622 -0.6003 -0.1 0.2 -0.1 0.24
H 4.1302 3.3085 -0.1734 0.0 -0.2 -0.2 0.22
H 4.6714 3.0185 -1.8429 -0.1 -0.1 0.1 0.42
H 0.4705 3.1143 -1.7809 -0.1 0.1 0.0 -0.06
H 1.4243 2.9872 -3.2541 0.0 0.0 0.1 0.44
H 1.8869 4.1570 -1.9984 0.0 -0.1 0.0 0.39
H 1.8638 -3.4424 0.7045 0.1 -0.1 -0.1 0.09
H 0.2769 -2.6670 0.6571 0.1 -0.1 0.1 -0.15
H 0.7608 -3.5979 2.0911 0.1 0.1 -0.1 0.55
H 4.2902 -1.6501 1.8535 -0.1 -0.1 0.2 0.31
H 3.6163 -2.8245 3.0038 0.0 0.2 -0.1 0.45
H 3.8605 -1.1336 3.5030 0.0 -0.2 -0.2 0.40
H -0.1920 -0.5701 3.2338 0.0 -0.1 0.1 -0.20
H 1.2317 -0.3091 4.2550 -0.1 -0.2 -0.1 0.18
H 0.5179 -1.9304 4.1233 0.1 0.1 -0.1 0.50



Entry 2:
51
Properties=species:S:1:pos:R:3:forces:R:3:mulliken_charge:R:1 method="wB97M-V/def2-TZVPD" charge=+1 e_homo_ev=-11.68 e_lumo_ev=-5.68 molar_mass_g_mol=389.43
C 0.1189 5.0468 4.7293 -8.1 -5.1 -2.1 -0.30
C -1.0682 4.2730 4.5543 7.9 5.6 -0.7 -0.17
C -2.3612 3.5262 3.8145 0.4 -0.7 1.2 -0.45
C -2.0002 2.8807 2.3514 1.6 0.4 -0.2 -0.49
C -1.2427 3.9568 1.3197 0.0 -1.3 -0.8 -0.69
C -0.6241 2.9931 0.1007 2.0 -1.7 -1.6 0.16
C 0.8095 2.2602 0.4252 -2.3 0.3 -2.3 -0.30
N 1.5219 1.2983 -0.5489 -4.4 3.4 -1.7 0.33
P 3.0481 0.5850 0.0386 2.3 -3.2 2.8 0.64
O 3.8154 1.7513 1.1369 -1.0 -0.6 -4.9 -0.50
O 4.2231 0.2339 -1.1977 -1.5 2.5 2.7 -0.45
S 2.5353 -1.0137 1.0798 0.5 2.1 -1.2 -0.32
C 0.8553 1.0145 -1.8833 -1.9 1.2 -0.6 0.60
C 1.5456 -0.0501 -2.9637 -1.3 -0.6 -0.1 -0.70
N 1.7415 -1.4288 -2.2985 -1.0 0.9 -0.6 -0.36
C -0.5759 1.6898 -2.3823 1.1 1.5 4.6 -0.85
C -1.3646 2.7308 -1.3398 3.9 -1.7 0.9 0.26
C -2.8076 3.4362 -1.7255 -4.3 -2.9 -1.8 0.41
O -3.8323 2.6141 -2.0619 7.2 6.0 2.4 -0.46
O -2.9125 4.9063 -1.7373 2.0 -4.0 0.4 -0.43
H 1.0979 5.7285 4.7492 -2.8 -2.0 0.4 0.33
H -2.6257 2.6052 4.5261 0.5 2.1 -1.6 0.31
H -3.3076 4.2148 3.7640 2.1 -1.1 0.2 0.33
H -1.1924 2.0255 2.5385 -1.9 1.7 -0.4 0.29
H -2.9134 2.4364 1.7690 1.6 0.9 1.5 0.34
H -2.0062 4.6792 0.8049 1.5 -1.3 1.2 0.38
H -0.3825 4.5567 1.8649 -1.8 -1.4 -1.2 0.25
H 1.3310 2.4811 1.4706 -1.1 -0.7 -2.6 0.42
H 4.2349 2.4099 0.4853 -0.6 -0.7 1.6 0.34
H 5.0826 0.6296 -0.8524 -1.2 -0.7 -0.7 0.35
H 2.5395 0.3631 -3.4244 -1.9 -0.7 1.2 0.28
H 0.7636 -0.2536 -3.8395 1.5 1.3 1.8 0.38
H 1.7615 -2.1465 -3.0823 -0.1 1.1 1.5 0.26
H 0.9004 -1.6244 -1.6769 1.4 0.1 -1.3 0.10
H -1.0795 1.4890 -3.4214 1.4 0.2 2.2 0.30
H -1.9928 5.3090 -1.5755 -1.8 -1.0 -0.3 0.40
C -0.1934 -6.9433 -1.0083 -0.2 0.1 0.1 -1.03
C 0.7866 -5.7876 -0.8934 0.0 -0.2 -0.1 -0.33
O 0.2439 -4.5408 -1.3193 0.0 0.3 -0.1 -0.39
C -0.8852 -4.0565 -0.5967 0.2 0.0 0.1 -0.40
C -0.5979 -3.8061 0.8739 0.1 -0.1 0.1 -0.90
H -0.6075 -7.0001 -2.0200 0.1 0.0 0.1 0.29
H 0.3027 -7.8896 -0.7739 0.0 0.1 0.0 0.39
H -1.0336 -6.8254 -0.3177 0.1 -0.1 0.0 0.26
H 1.6431 -5.9910 -1.5439 -0.1 0.3 0.0 0.32
H 1.1821 -5.7030 0.1238 -0.1 0.0 0.0 0.30
H -1.7370 -4.7306 -0.7258 0.0 0.0 0.1 0.37
H -1.1681 -3.1063 -1.0638 0.1 -0.2 -0.1 0.31
H -0.3901 -4.7383 1.4054 -0.1 0.1 0.0 0.29
H -1.4585 -3.3310 1.3552 0.1 -0.1 -0.1 0.39
H 0.2763 -3.1583 0.9931 -0.1 0.0 -0.1 0.14